Entry from OMol25: an isolated molecule of C3H6N2 (ωB97M-V/def2-TZVPD).

The calculation puts the energy above the lowest of the compared OMol25 structures with the same formula, charge and spin at 85.9 kcal/mol. As for the total energy: -227.2879 Ha. The SMILES is [H]/N=N/C=C/C. For the HOMO energy, the calculation gives -9.02 eV. Its HOMO-LUMO gap is 9.6 eV.

Geometry (Å):
C 0.69390 -0.72590 0.04991
C -0.52511 -0.14142 -0.17458
C -1.99172 -0.05100 0.01559
N 2.55309 0.94328 -0.01554
N 2.25323 -0.24173 0.00745
H -0.24071 0.88571 -0.48352
H 0.75085 -1.77594 0.31995
H -2.57660 -0.95814 0.01639
H -2.14235 0.48265 0.96137
H -2.36230 0.62860 -0.75750
H 3.58772 0.95388 0.06048

Results of the natural (NBO) charge analysis, in e, for atoms 1 through 5:
1 C -0.100
2 C -0.181
3 C -0.638
4 N -0.326
5 N -0.124